Entry 1:
9
Properties=species:S:1:pos:R:3:nbo_charge:R:1 method="wB97M-V/def2-TZVPD" e_tot_ev=-6154.0100 relative_energy_kcal_mol=43.60 e_lumo_ha=0.0273 gap_ev=10.721 spin_multiplicity=1
C 0.309 0.670 -0.053 -0.577
C 0.920 -0.677 -0.014 0.069
C -1.132 0.190 -0.026 0.086
H 0.483 1.120 0.979 0.264
H 0.559 1.418 -0.788 0.263
H 1.938 -0.941 0.073 0.203
H -1.903 0.885 -0.115 0.193
N 0.055 -1.580 -0.082 -0.256
N -1.228 -1.084 0.025 -0.246

***

Entry 2:
14
Properties=species:S:1:pos:R:3:nbo_charge:R:1 method="wB97M-V/def2-TZVPD" e_tot_ev=-9843.5347 relative_energy_kcal_mol=86.36 e_lumo_ha=0.0247 gap_ev=10.424 spin_multiplicity=1
C -2.302 -0.354 -0.141 -0.780
C -0.874 -0.076 0.044 0.591
N -0.757 1.204 0.203 -0.810
O 0.083 -1.009 0.128 -0.471
C 1.336 -0.524 0.590 -0.195
C 2.110 0.144 -0.531 0.407
O 3.101 0.801 -0.338 -0.497
H -2.692 -1.325 0.226 0.227
H -2.267 0.868 0.202 0.359
H -2.613 -0.201 -1.177 0.235
H 0.080 1.709 -0.025 0.360
H 1.200 0.184 1.418 0.223
H 1.897 -1.391 0.949 0.229
H 1.698 -0.030 -1.549 0.121

***

Entry 3:
30
Properties=species:S:1:pos:R:3:nbo_charge:R:1 method="wB97M-V/def2-TZVPD" charge=+1 e_tot_ev=-96521.9369 relative_energy_kcal_mol=31.55 e_lumo_ha="-0.2192 / -0.2493" gap_ev="8.320 / 6.332" spin_multiplicity=1
C -0.065 0.438 -2.323 0.472
C 1.358 0.971 -2.304 -0.741
C -3.237 0.246 2.351 -0.631
C 3.350 -0.604 0.422 -0.649
C -1.745 -0.097 2.544 -0.071
C 2.299 -1.402 1.140 -0.035
C -0.750 -0.206 -1.233 -0.109
N -1.963 -0.672 -1.296 -0.620
O -0.800 0.396 -3.441 -0.616
O 0.733 1.107 0.906 -1.061
O -1.144 -0.666 1.374 -0.851
O 1.016 -1.359 0.343 -0.849
P 0.059 -0.100 0.448 2.358
Br -0.900 3.619 -2.007 0.012
H 2.061 0.193 -2.431 0.270
H 1.396 1.720 -3.077 0.249
H 1.850 1.462 -1.385 0.310
H -4.047 -0.639 2.675 0.222
H -3.562 1.084 2.904 0.239
H -3.368 0.385 1.218 0.202
H 3.121 -1.006 -0.582 0.214
H 3.286 0.409 0.650 0.236
H 4.319 -0.780 0.689 0.238
H -1.393 -0.745 3.345 0.214
H -1.236 0.981 2.628 0.199
H 1.940 -1.113 2.133 0.199
H 2.482 -2.441 1.123 0.205
H -2.418 -1.035 -0.468 0.447
H -2.186 -1.092 -2.182 0.424
H -0.457 0.945 -4.166 0.526